Molecular formula: C4H6INS
Method: DFT, the ωB97M-V functional and the def2-TZVPD basis

## Properties
E_LUMO	-0.331	eV
ΔE to the lowest compared entry with this formula, charge and spin	329.25	kJ/mol
net charge	0
orbital gap	7.73	eV

XYZ file:
```
13
Properties=species:S:1:pos:R:3:forces:R:3
C -0.57172 0.72407 0.24066 0.9 -0.3 0.7
C -1.08917 -2.35905 0.21974 0.2 -0.8 -0.2
C 1.38446 1.28157 -1.25380 -2.5 -0.6 3.3
C 0.58586 0.33734 -0.28575 -0.1 2.6 -1.4
N -1.33664 0.05452 1.18243 -2.6 -1.8 3.3
S -1.23845 -1.62206 1.64690 0.5 1.4 -0.7
I -0.69322 -4.42101 0.53087 -0.2 0.3 0.0
H -0.92903 1.71740 0.09651 -0.3 0.5 -0.5
H 0.93237 2.24538 -1.39617 -0.4 0.2 -0.4
H 2.25173 1.40490 -0.69920 2.1 0.6 0.7
H 1.59648 0.71833 -2.07295 0.5 -1.0 -2.8
H 1.16856 -0.51819 -0.09908 -0.1 -1.4 0.5
H -2.06123 0.43680 1.88982 2.0 0.1 -2.3
```
Positions in Å, forces in eV/Å.

Atom charges from the Mulliken analysis, given in e for atoms 1 to 2: C 0.065; C -0.280